DFT (the ωB97M-V functional and the def2-TZVPD basis) results for a cluster of 10 separate species, C5H29NO11 in total in a non-equilibrium geometry.

Last column: Löwdin charge in e.
Cartesian coordinates (Å):
C 0.396 -0.025 1.075  -0.1499
C 1.828 -0.430 0.742  -0.1802
O 2.164 -1.693 1.378  -0.0931
C 0.127 1.092 2.134  -0.1804
N -0.803 2.034 1.488  -0.1208
C -2.231 1.805 1.842  -0.1208
C -2.949 1.744 0.469  -0.2262
O -4.143 1.602 0.379  0.0431
H -0.210 -0.918 1.239  0.0904
H -0.034 0.345 0.131  0.0826
H 2.025 -0.709 -0.291  0.1156
H 2.468 0.347 1.147  0.1151
H 2.677 -1.678 2.182  0.1084
H -0.314 0.607 3.034  0.1099
H 1.029 1.602 2.471  0.1193
H -0.552 2.989 1.747  0.1180
H -2.322 0.909 2.462  0.1187
H -2.639 2.634 2.417  0.1231
H -2.406 1.970 -0.465  0.0889
H -0.110 -2.173 -3.348  0.0583
H 0.719 -2.214 -2.123  0.0146
O 0.727 -1.837 -3.015  -0.0509
H 0.687 -0.097 -3.169  0.0084
H 1.350 1.154 -2.604  -0.0045
O 0.795 0.872 -3.350  -0.0800
H -0.028 3.430 -1.127  0.0430
H 0.350 2.366 -0.121  0.0101
O 0.737 3.106 -0.639  -0.0680
H -0.822 1.364 -2.682  0.0101
H -1.747 2.387 -3.313  0.0513
O -1.410 2.126 -2.450  -0.0907
H 3.336 1.552 -0.836  0.0406
H 2.224 2.326 -1.411  0.0128
O 2.871 1.636 -1.676  -0.0690
H -1.363 -2.612 -0.061  -0.0091
H -0.296 -3.706 0.352  0.0006
O -1.127 -3.292 0.606  -0.0802
H 1.704 -2.829 0.327  0.0007
H 2.310 -3.919 -0.583  0.0703
O 1.474 -3.463 -0.395  -0.0720
H -0.751 -3.013 3.036  0.0356
H -0.780 -1.639 3.223  -0.0034
O -0.387 -2.384 3.699  -0.0723
H -2.299 -1.226 -1.435  0.0911
H -0.916 -0.678 -1.086  0.0229
O -1.362 -1.466 -1.402  -0.0318

The SMILES is O=CCNCCCO.O.O.O.O.O.O.O.O.O. The calculated total energy is -1090.2583 Eh. The LUMO energy is 0.181 eV. For the energy relative to the best compared isomer or geometry (same formula, charge and spin), the calculation gives 89.7 kcal/mol. As for the molar mass: 279.28 g/mol.